(1)
Molecular formula: C2HFO2Tl
Method: DFT, wB97M-V/def2-TZVPD

The calculation puts the HOMO energy (spin up / spin down) at -7.15 / -6.83 eV. The calculation puts the frontier orbital gap (spin up / spin down) at 5.95 / 5.63 eV. As for the multiplicity: 2.

Atoms and positions in Å:
C 0.668 0.301 0.623
C -0.609 0.429 0.740
O -1.700 0.147 1.321
O 1.743 0.333 0.071
H 1.845 -1.121 -2.436
Tl -3.133 1.645 2.509
F 1.185 -1.734 -2.827

List of Löwdin charges in e, atom by atom: atom 1 (C): -0.2662, atom 2 (C): -0.2816, atom 3 (O): -0.4208, atom 4 (O): 0.0064, atom 5 (H): 0.1245, atom 6 (Tl): 0.9733, atom 7 (F): -0.1357


(2)
Molecular formula: C2HIN2O2
Method: DFT, wB97M-V/def2-TZVPD

The calculation puts the HOMO energy (spin up / spin down) at -8.77 / -8.77 eV. The calculation puts the frontier orbital gap (spin up / spin down) at 8.36 / 8.35 eV. As for the multiplicity: 1.

Atoms and positions in Å:
C 1.675 -0.821 -0.601
C -1.198 1.420 0.608
N 0.474 -0.642 -0.608
N -0.747 -0.604 -0.803
O -1.826 1.782 -0.236
O -0.518 1.095 1.484
I 3.260 -0.706 0.604
H -1.119 -1.525 -0.447

List of Löwdin charges in e, atom by atom: atom 1 (C): -0.6748, atom 2 (C): -0.5296, atom 3 (N): -0.2417, atom 4 (N): 0.0607, atom 5 (O): 0.2315, atom 6 (O): 0.1703, atom 7 (I): 0.8688, atom 8 (H): 0.1148


(3)
Molecular formula: C2HIN2O2
Method: DFT, wB97M-V/def2-TZVPD

The calculation puts the HOMO energy at -9.21 eV. The calculation puts the frontier orbital gap at 8.35 eV. As for the multiplicity: 1.

Atoms and positions in Å:
O -1.118 -2.246 1.001
N -1.352 -1.168 0.578
C -1.316 -0.162 -0.032
I -2.179 1.610 -0.425
C 1.012 0.260 0.141
N 1.741 0.689 -0.712
O 2.140 0.853 -1.821
H 1.072 0.165 1.270

List of Löwdin charges in e, atom by atom: atom 1 (O): 0.0416, atom 2 (N): -0.2535, atom 3 (C): -0.7178, atom 4 (I): 0.9376, atom 5 (C): 0.0290, atom 6 (N): -0.1954, atom 7 (O): 0.0308, atom 8 (H): 0.1277


(4)
Molecular formula: C2HN2O3
Method: DFT, wB97M-V/def2-TZVPD

The calculation puts the HOMO energy at -5.40 eV. The calculation puts the frontier orbital gap at 8.48 eV. The net charge is -1. As for the multiplicity: 1.

Atoms and positions in Å:
C 0.483 -1.209 -0.900
C -0.987 0.200 0.485
N 0.673 -1.830 -1.855
N 0.430 -0.178 0.871
O -1.100 1.277 -0.208
O -1.881 -0.556 0.822
O 1.367 0.744 0.636
H 1.015 1.552 0.150

List of Löwdin charges in e, atom by atom: atom 1 (C): -0.1577, atom 2 (C): -0.8123, atom 3 (N): -0.0205, atom 4 (N): 0.0612, atom 5 (O): -0.1053, atom 6 (O): -0.0111, atom 7 (O): -0.0791, atom 8 (H): 0.1246


(5)
Molecular formula: C2HN2O4
Method: DFT, wB97M-V/def2-TZVPD

The calculation puts the HOMO energy at -4.43 eV. The calculation puts the frontier orbital gap at 8.50 eV. The net charge is -1. As for the multiplicity: 1.

Atoms and positions in Å:
O 2.470 -0.949 -0.168
C 1.294 -0.941 -0.251
N 0.129 -1.305 -0.276
C -0.834 -0.373 0.206
O -0.968 -0.163 1.429
N -0.264 1.027 -0.224
O -1.008 1.992 -0.418
O 0.923 1.136 -0.002
H -1.742 -0.424 -0.297

List of Löwdin charges in e, atom by atom: atom 1 (O): 0.1064, atom 2 (C): -0.3898, atom 3 (N): 0.1742, atom 4 (C): -0.6159, atom 5 (O): -0.0925, atom 6 (N): -0.3166, atom 7 (O): 0.0108, atom 8 (O): 0.0266, atom 9 (H): 0.0967


(6)
Molecular formula: C2HN2OP
Method: DFT, wB97M-V/def2-TZVPD

The calculation puts the HOMO energy (spin up / spin down) at -11.92 / -9.60 eV. The calculation puts the frontier orbital gap (spin up / spin down) at 8.94 / 5.54 eV. As for the multiplicity: 1.

Atoms and positions in Å:
C 1.249 2.301 0.025
C 3.423 -0.344 0.001
N 1.738 3.161 -0.622
N 4.049 -1.288 -0.242
O -0.497 0.503 -0.231
P 0.528 1.053 0.970
H -0.815 -0.331 -0.218

List of Löwdin charges in e, atom by atom: atom 1 (C): -0.5179, atom 2 (C): -0.1961, atom 3 (N): 0.1285, atom 4 (N): -0.0644, atom 5 (O): -0.3072, atom 6 (P): 0.9693, atom 7 (H): -0.0122


(7)
Molecular formula: C2HN2PS2
Method: DFT, wB97M-V/def2-TZVPD

The calculation puts the HOMO energy (spin up / spin down) at -10.60 / -10.17 eV. The calculation puts the frontier orbital gap (spin up / spin down) at 7.05 / 7.14 eV. As for the multiplicity: 1.

Atoms and positions in Å:
C -2.662 1.280 1.176
C -2.962 0.794 -1.386
N -3.027 2.075 1.934
N -3.502 1.353 -2.229
P -2.463 -0.106 0.087
S -3.604 -1.542 0.733
S 0.720 0.765 -0.036
H 0.165 1.643 -0.733

List of Löwdin charges in e, atom by atom: atom 1 (C): -0.4851, atom 2 (C): -0.4352, atom 3 (N): 0.1289, atom 4 (N): 0.1266, atom 5 (P): 0.3068, atom 6 (S): 0.3356, atom 7 (S): 0.3934, atom 8 (H): -0.3710


(8)
Molecular formula: C2HN3O2
Method: DFT, wB97M-V/def2-TZVPD

The calculation puts the HOMO energy (spin up / spin down) at -9.49 / -9.50 eV. The calculation puts the frontier orbital gap (spin up / spin down) at 8.03 / 8.03 eV. As for the multiplicity: 1.

Atoms and positions in Å:
C 0.243 0.291 0.098
C 1.483 -0.464 0.158
N 0.236 1.535 0.074
N 0.338 2.638 0.068
N 2.556 0.560 0.145
O 3.639 0.180 -0.205
O 1.660 -1.651 0.132
H -0.626 -0.178 0.307

List of Löwdin charges in e, atom by atom: atom 1 (C): -0.0725, atom 2 (C): -0.4209, atom 3 (N): -0.1000, atom 4 (N): 0.2881, atom 5 (N): 0.0176, atom 6 (O): 0.0715, atom 7 (O): 0.1187, atom 8 (H): 0.0974


Summary of energy relative to the best compared isomer or geometry (same formula, charge and spin) in kcal per mole
5.09, 8.15, 108.17, 71.21, 71.01, 91.22, 56.85, 124.69
(order as listed above)